Entry 1:
{
  "formula": "H2NO2S",
  "method": "the ωB97M-V functional and the def2-TZVPD basis",
  "spin_multiplicity": 1,
  "total_charge": -1,
  "homo_energy_ha": [-0.0842, -0.0647],
  "relative_energy_ev": 4.494,
  "homo_lumo_gap_ev": [6.297, 5.915],
  "symbols": ["N", "O", "O", "S", "H", "H"],
  "positions_angstrom": [[1.191111, 0.234349, -0.017894], [0.499972, -0.722148, -0.578908], [-1.427853, 0.944560, -0.385182], [-1.372603, -0.508856, 0.001404], [1.289207, 1.100807, -0.774840], [-0.933050, -0.507711, 1.240990]],
  "atomic_forces_ev_per_a": [[0.78, 1.96, -1.95], [1.21, -0.37, 0.19], [-0.58, 0.34, 0.19], [-1.25, 0.35, -1.45], [-0.66, -2.20, 1.78], [0.51, -0.08, 1.23]],
  "lowdin_charge": [-0.24, -0.61, -0.73, 0.68, 0.02, -0.12]
}

***

Entry 2:
{
  "formula": "H2NO3PS",
  "method": "the ωB97M-V functional and the def2-TZVPD basis",
  "smiles": "O=P([O-])([O-])NS",
  "spin_multiplicity": 1,
  "total_charge": -2,
  "homo_energy_ha": 0.0140,
  "relative_energy_ev": 0.909,
  "homo_lumo_gap_ev": 5.631,
  "symbols": ["O", "P", "O", "O", "N", "S", "H", "H"],
  "positions_angstrom": [[1.928653, -0.163695, 1.163123], [1.009440, -0.031022, -0.033356], [1.341624, 1.122871, -0.916579], [0.682907, -1.346142, -0.752584], [-0.792173, 0.360957, 0.944203], [-2.137522, -0.285692, -0.022109], [-0.613840, 1.334851, 0.518332], [-1.419090, -0.992128, -0.901030]],
  "atomic_forces_ev_per_a": [[-0.29, 0.11, 0.20], [0.40, -2.73, 1.18], [-0.72, 1.36, -0.64], [-0.29, 0.67, 0.15], [1.22, 1.54, -2.31], [0.26, 0.61, 0.73], [-0.95, -1.30, 0.94], [0.36, -0.25, -0.25]],
  "lowdin_charge": [-0.51, 0.02, -0.47, -0.53, -0.58, 0.36, -0.06, -0.23]
}

***

Entry 3:
{
  "formula": "H2NO3PS",
  "method": "the ωB97M-V functional and the def2-TZVPD basis",
  "spin_multiplicity": 1,
  "homo_energy_ha": -0.3794,
  "relative_energy_ev": 0.632,
  "homo_lumo_gap_ev": 9.794,
  "symbols": ["N", "O", "O", "O", "P", "S", "H", "H"],
  "positions_angstrom": [[1.254242, -0.202578, -0.071608], [-0.698101, 1.408976, -0.837476], [-0.804308, -1.336463, -0.230444], [-1.496473, 0.614432, 1.295038], [0.590332, -1.654737, 0.085026], [-1.778449, 0.722235, -0.123856], [2.225598, -0.202879, 0.184518], [0.707161, 0.651016, -0.301196]],
  "atomic_forces_ev_per_a": [[1.45, -0.02, 0.35], [-1.48, -0.14, -0.14], [-2.57, -1.20, -0.76], [-1.06, 0.45, -0.89], [0.69, 0.09, 0.05], [1.83, 0.48, 1.33], [0.33, 0.82, -0.12], [0.80, -0.47, 0.18]],
  "lowdin_charge": [-0.18, -0.47, -0.61, -0.44, 0.77, 0.91, 0.03, 0.01]
}

***

Entry 4:
{
  "formula": "H2NO3S",
  "method": "the ωB97M-V functional and the def2-TZVPD basis",
  "smiles": "NS(=O)(=O)[O-]",
  "spin_multiplicity": 1,
  "total_charge": -1,
  "homo_energy_ha": -0.1676,
  "relative_energy_ev": 0.227,
  "homo_lumo_gap_ev": 8.622,
  "symbols": ["N", "S", "O", "O", "O", "H", "H"],
  "positions_angstrom": [[0.440913, 0.005710, -0.033275], [0.703565, -1.347293, 0.907865], [2.125308, -1.704247, 0.882804], [0.131464, -0.883295, 2.199604], [-0.073452, -2.444347, 0.345912], [0.335157, -0.283804, -1.023342], [-0.423043, 0.280484, 0.454104]],
  "atomic_forces_ev_per_a": [[-0.15, 0.23, -0.39], [0.31, -1.96, 1.90], [-0.50, 1.09, 0.16], [1.00, -0.14, -1.03], [-0.53, 0.04, -0.52], [-0.30, 0.34, 1.03], [0.16, 0.40, -1.16]],
  "lowdin_charge": [-0.14, 0.31, -0.41, -0.43, -0.42, 0.06, 0.04]
}

***

Please write out number 3 again, unchanged.
{
  "formula": "H2NO3PS",
  "method": "the ωB97M-V functional and the def2-TZVPD basis",
  "spin_multiplicity": 1,
  "homo_energy_ha": -0.3794,
  "relative_energy_ev": 0.632,
  "homo_lumo_gap_ev": 9.794,
  "symbols": ["N", "O", "O", "O", "P", "S", "H", "H"],
  "positions_angstrom": [[1.254242, -0.202578, -0.071608], [-0.698101, 1.408976, -0.837476], [-0.804308, -1.336463, -0.230444], [-1.496473, 0.614432, 1.295038], [0.590332, -1.654737, 0.085026], [-1.778449, 0.722235, -0.123856], [2.225598, -0.202879, 0.184518], [0.707161, 0.651016, -0.301196]],
  "atomic_forces_ev_per_a": [[1.45, -0.02, 0.35], [-1.48, -0.14, -0.14], [-2.57, -1.20, -0.76], [-1.06, 0.45, -0.89], [0.69, 0.09, 0.05], [1.83, 0.48, 1.33], [0.33, 0.82, -0.12], [0.80, -0.47, 0.18]],
  "lowdin_charge": [-0.18, -0.47, -0.61, -0.44, 0.77, 0.91, 0.03, 0.01]
}